Record 1
ORCA calculation (ωB97M-V/def2-TZVPD) on a 2-piece molecular cluster, C4H11N2 overall.

```
17
C4H11N2, DFT ωB97M-V/def2-TZVPD
C -1.038 -1.193 0.406
C -1.343 0.251 0.424
C -2.641 0.783 -0.104
C 3.799 -0.014 -0.143
N 2.566 0.195 0.035
N -0.398 -0.302 -0.558
H -0.388 -1.624 1.154
H -1.770 -1.883 0.007
H -0.871 0.860 1.186
H -3.319 0.971 0.724
H -3.119 0.081 -0.780
H -2.485 1.727 -0.621
H 4.084 -0.732 -0.900
H 4.596 0.476 0.404
H 2.386 0.890 0.763
H 0.637 -0.136 -0.463
H -0.694 -0.351 -1.532
```

Results
Total energy   -268.22929 Ha
LUMO level   -2.703 eV
Total charge   +1
Relative energy (zero: lowest compared OMol25 entry of this formula, charge and spin)   2.057 eV
HOMO level   -14.5 eV



Record 2
ORCA calculation (ωB97M-V/def2-TZVPD) on a 2-piece molecular cluster, C4H11N2 overall.

```
17
C4H11N2, DFT ωB97M-V/def2-TZVPD
C -2.739 -0.057 0.510
C -0.595 1.219 -0.114
C -1.396 -0.035 0.122
C -0.733 -1.259 -0.591
N 0.584 1.205 -0.643
N 2.775 -0.130 0.512
H -3.197 0.922 1.053
H -3.234 -0.976 0.570
H -1.025 2.103 0.141
H 0.229 -1.341 -0.215
H -0.823 -1.053 -1.681
H -1.438 -2.172 -0.517
H 1.050 0.344 -0.505
H 1.157 2.066 -0.639
H 3.107 -0.830 -0.100
H 2.681 -0.385 1.523
H 3.596 0.377 0.576
```

Results
Total energy   -268.20881 Ha
LUMO level   -5.147 eV
Total charge   +1
Relative energy (zero: lowest compared OMol25 entry of this formula, charge and spin)   2.615 eV
HOMO level   -14.5 eV



Record 3
ORCA calculation (ωB97M-V/def2-TZVPD) on a 2-piece molecular cluster, C4H11N2 overall.

```
17
C4H11N2, DFT ωB97M-V/def2-TZVPD
C -0.985 -1.208 -1.835
C -0.564 0.089 -1.705
N 0.372 0.459 -0.828
C 0.782 1.821 -0.963
H -0.487 -1.961 -1.224
H -1.705 -1.487 -2.597
H -1.013 0.889 -2.293
H -0.409 -0.420 0.624
H 0.692 2.320 0.012
H 1.853 1.846 -1.219
H 0.222 2.369 -1.719
C 0.447 -0.563 2.492
N -0.605 -0.844 1.534
H 1.344 -1.142 2.261
H 0.158 -0.844 3.510
H 0.670 0.514 2.497
H -0.772 -1.839 1.454
```

Results
Total energy   -268.10141 Ha
LUMO level   -8.395 eV
Total charge   +1
Relative energy (zero: lowest compared OMol25 entry of this formula, charge and spin)   5.537 eV
HOMO level   -12.8 eV



Record 4
ORCA calculation (ωB97M-V/def2-TZVPD) on a 2-piece molecular cluster, C4H11N2 overall.

```
17
C4H11N2, DFT ωB97M-V/def2-TZVPD
C -1.136 0.050 -1.295
C -2.180 1.222 0.714
C -0.776 -1.759 0.603
C 3.100 0.776 -0.087
N -1.381 0.571 0.008
N -0.515 -0.450 -0.105
H -1.931 -0.473 -1.744
H -0.464 0.643 -1.871
H 3.553 0.797 -0.990
H -2.790 1.894 0.345
H -2.050 0.981 1.832
H -0.316 -1.564 1.503
H -1.752 -2.154 0.499
H -0.152 -2.557 -0.028
H 3.183 -0.241 0.171
H 3.543 1.335 0.619
H 2.066 0.929 -0.174
```

Results
Total energy   -268.09329 Ha
LUMO level   -4.784 eV
Total charge   +1
Relative energy (zero: lowest compared OMol25 entry of this formula, charge and spin)   5.758 eV
HOMO level   -15.5 eV



Record 5
ORCA calculation (ωB97M-V/def2-TZVPD) on a 2-piece molecular cluster, C4H11N2 overall.

```
17
C4H11N2, DFT ωB97M-V/def2-TZVPD
C -0.918 -1.484 -0.824
C 0.244 -0.566 -0.734
C 1.738 -0.917 -0.810
C -0.600 1.864 1.275
N -0.706 -0.167 -1.487
N -0.151 0.420 1.190
H -0.856 -2.269 -1.487
H -1.564 -1.607 0.136
H 2.236 -0.212 -1.535
H 1.786 -1.917 -1.269
H 2.207 -0.851 0.130
H -0.199 2.505 0.432
H -1.680 2.026 1.373
H -0.048 2.427 2.051
H -1.206 0.694 -1.587
H -0.906 -0.286 1.293
H 0.622 0.339 1.854
```

Results
Total energy   -268.14916 Ha
LUMO level   -4.099 eV
Total charge   +1
Relative energy (zero: lowest compared OMol25 entry of this formula, charge and spin)   4.238 eV
HOMO level   -14.6 eV



Record 6
ORCA calculation (ωB97M-V/def2-TZVPD) on a 2-piece molecular cluster, C4H11N2 overall.

```
17
C4H11N2, DFT ωB97M-V/def2-TZVPD
C -2.690 -1.180 0.165
C 3.378 -0.418 0.293
C 2.073 -0.440 0.479
C -1.301 0.608 -0.512
N -1.547 -0.308 0.310
N -0.114 1.523 -0.294
H -3.064 -1.191 -0.868
H -3.486 -0.820 0.768
H 4.017 -0.103 1.068
H -2.633 -2.242 0.270
H 3.754 -0.501 -0.648
H 1.714 -0.225 1.445
H 1.300 -0.712 -0.373
H -1.867 0.915 -1.418
H 0.776 1.350 -0.906
H 0.224 1.295 0.703
H -0.535 2.448 -0.483
```

Results
Total energy   -268.16906 Ha
LUMO level   -3.668 eV
Total charge   +1
Relative energy (zero: lowest compared OMol25 entry of this formula, charge and spin)   3.696 eV
HOMO level   -14.1 eV



Record 7
ORCA calculation (ωB97M-V/def2-TZVPD) on a 2-piece molecular cluster, C4H11N2 overall.

```
17
C4H11N2, DFT ωB97M-V/def2-TZVPD
C 2.015 1.182 1.277
C 1.130 0.122 1.238
C -1.159 -1.537 -1.512
C -0.343 0.229 0.754
N -1.011 1.407 0.568
N -0.039 -0.631 -1.098
H 3.045 1.100 1.401
H 1.513 2.063 1.058
H 1.456 -0.861 1.520
H -1.989 -0.997 -1.871
H -0.778 -2.199 -2.311
H -1.461 -2.133 -0.710
H -1.003 -0.569 1.050
H -0.399 2.192 0.545
H -1.917 1.732 0.869
H 0.838 -1.162 -0.998
H 0.103 0.062 -1.779
```

Results
Multiplicity   3
Total energy   -268.07785 Ha
LUMO level (spin up / spin down)   -2.725 / -7.216 eV
Total charge   +1
Relative energy (zero: lowest compared OMol25 entry of this formula, charge and spin)   1.402 eV
HOMO level (spin up / spin down)   -10.9 / -14.3 eV



Record 8
ORCA calculation (ωB97M-V/def2-TZVPD) on an isolated ion of composition C4H11N2O and charge -1.

```
18
C4H11N2O, DFT ωB97M-V/def2-TZVPD
C 1.168 0.416 1.367
C 0.244 -0.742 0.985
N 0.920 -1.576 -0.017
C -1.094 -0.282 0.379
N -1.157 0.971 -0.368
C -0.779 0.727 -1.874
O -0.760 -0.539 -2.200
H 0.720 0.949 2.209
H 2.162 0.064 1.678
H 1.205 1.145 0.551
H 0.105 -1.311 1.925
H 0.470 -1.445 -0.911
H 1.908 -1.368 -0.105
H -1.376 -1.013 -0.383
H -1.891 -0.286 1.109
H -0.529 1.671 -0.009
H 0.217 1.263 -1.970
H -1.533 1.357 -2.366
```

Results
Total energy   -343.73668 Ha
SMILES string   C[C@H](N)CNC[O-]
LUMO level   4.061 eV
Total charge   -1
Relative energy (zero: lowest compared OMol25 entry of this formula, charge and spin)   0.939 eV
HOMO level   -2.8 eV



Record 9
ORCA calculation (ωB97M-V/def2-TZVPD) on a 2-piece molecular cluster, C4H11N2O overall.

```
18
C4H11N2O, DFT ωB97M-V/def2-TZVPD
C 0.346 0.823 -0.539
C 1.356 0.731 0.599
C 0.617 0.383 1.926
N -0.650 1.003 2.280
N 0.443 0.009 -1.642
C -0.974 -1.006 -1.852
O -1.043 -1.932 -0.992
H -0.596 0.381 0.218
H 0.119 1.871 -0.724
H 2.022 1.598 0.726
H 2.072 -0.061 0.338
H 0.581 -0.732 1.890
H 1.361 0.500 2.731
H -0.810 1.633 1.485
H -1.355 0.169 0.560
H 1.024 -0.787 -1.375
H -1.747 -0.216 -1.699
H -0.762 -1.099 -2.935
```

Results
Total energy   -343.54371 Ha
LUMO level   3.836 eV
Total charge   -1
Relative energy (zero: lowest compared OMol25 entry of this formula, charge and spin)   6.190 eV
HOMO level   -2.7 eV



Record 10
ORCA calculation (ωB97M-V/def2-TZVPD) on an isolated ion of composition C4H11N2O and charge -1.

```
18
C4H11N2O, DFT ωB97M-V/def2-TZVPD
N 0.586 -2.621 1.415
C 0.138 -1.223 1.177
N 0.846 -0.574 0.128
C 0.527 0.877 0.096
C -0.843 1.122 -0.549
C -0.733 1.422 -2.118
O -1.856 1.760 -2.695
H -0.118 -3.026 2.020
H 1.382 -2.612 2.043
H -0.916 -1.253 0.928
H 0.244 -0.708 2.170
H 1.819 -0.797 0.118
H 0.583 1.236 1.132
H 1.234 1.378 -0.572
H -1.213 2.041 -0.067
H -1.625 0.361 -0.576
H -0.192 0.468 -2.457
H 0.137 2.148 -2.194
```

Results
Total energy   -343.70534 Ha
SMILES string   NCNCCC[O-]
LUMO level   3.432 eV
Total charge   -1
Relative energy (zero: lowest compared OMol25 entry of this formula, charge and spin)   1.792 eV
HOMO level   -2.2 eV